No. 1
{
  "formula": "C3H5IN2",
  "method": "the ωB97M-V functional and the def2-TZVPD basis",
  "symbols": ["C", "C", "C", "N", "N", "I", "H", "H", "H", "H", "H"],
  "coordinates": [[1.36357, 0.14833, 0.23455], [0.98928, 1.38237, -0.16021], [-0.66057, -1.06581, -0.05404], [0.77771, -0.98678, 0.05346], [-1.35065, 0.11443, -0.16958], [-3.33800, 0.06633, -0.00667], [2.23953, -0.02856, 0.88369], [1.67732, 2.14800, 0.27648], [0.14518, 1.70675, -0.77640], [-0.75924, -1.68394, -1.07092], [-1.08413, -1.80112, 0.78965]],
  "forces_ev_per_a": [[0.69, -0.07, 0.66], [0.25, 2.40, 1.12], [0.36, -1.11, -0.11], [-2.80, -3.14, 0.41], [0.31, 0.42, -0.97], [-0.19, -0.20, 0.29], [0.22, 0.67, -0.80], [-0.79, -0.26, -0.77], [0.65, -0.58, 0.21], [0.08, 0.87, 1.58], [1.22, 1.01, -1.62]],
  "lumo_ev": [-2.3, -2.3],
  "orbital_gap_ev": [5.6, 5.6],
  "spin_multiplicity": 1,
  "max_force_ev_per_a": 4.228,
  "de_lowest_kcal_mol": 106.12
}

No. 2
{
  "formula": "C2H7OSi",
  "method": "the ωB97M-V functional and the def2-TZVPD basis",
  "symbols": ["C", "C", "O", "Si", "H", "H", "H", "H", "H", "H", "H"],
  "coordinates": [[-0.56619, -0.24642, -0.14418], [-0.78943, -1.66189, 0.60735], [0.58633, 0.76934, -0.16264], [1.42118, 2.06819, -0.43709], [-0.43034, -0.50523, -1.21843], [-1.44857, 0.30284, -0.09200], [-1.88625, -1.77135, 0.53979], [-0.19469, -2.45237, 0.04403], [-0.57153, -1.80550, 1.78208], [0.89834, 3.51968, -0.58491], [2.98114, 1.78271, -0.33400]],
  "forces_ev_per_a": [[0.79, -1.90, -2.18], [2.08, 0.40, 1.63], [0.17, 0.22, 0.98], [1.08, -0.52, 0.80], [-0.55, -0.24, 0.80], [-1.16, 1.35, 0.52], [0.57, -0.14, -0.37], [-1.08, 0.96, 0.86], [-0.21, 0.85, -2.78], [0.21, -1.44, 0.01], [-1.90, 0.47, -0.28]],
  "lumo_ev": -6.0,
  "orbital_gap_ev": 10.1,
  "spin_multiplicity": 1,
  "max_force_ev_per_a": 3.001,
  "charge": 1,
  "de_lowest_kcal_mol": 39.28
}

No. 3
{
  "formula": "C9H16F3KO7S3",
  "method": "the ωB97M-V functional and the def2-TZVPD basis",
  "symbols": ["K", "C", "F", "F", "F", "S", "O", "O", "O", "C", "C", "C", "S", "O", "O", "C", "H", "H", "H", "H", "H", "H", "H", "H", "C", "C", "C", "S", "O", "O", "C", "H", "H", "H", "H", "H", "H", "H", "H"],
  "coordinates": [[-28.43412, 2.67364, -1.33143], [-31.97795, 2.65992, 3.65603], [-31.58328, 2.01739, 4.72286], [-33.22543, 3.00937, 3.66820], [-31.23769, 3.79187, 3.48690], [-31.82020, 1.49796, 2.04156], [-32.28531, 2.34368, 0.91313], [-30.41673, 1.18475, 2.03085], [-32.70824, 0.35335, 2.16144], [-25.23132, -1.90589, 2.80476], [-26.76434, -2.07702, 3.03964], [-27.42966, -2.59595, 1.73422], [-26.33808, -2.01477, 0.27484], [-27.04950, -1.02635, -0.53156], [-25.76608, -3.19995, -0.43304], [-25.01945, -1.23459, 1.35971], [-24.73287, -2.87498, 2.82741], [-24.85088, -1.29259, 3.62160], [-27.13012, -1.07256, 3.25261], [-27.09395, -2.65005, 3.90630], [-28.45324, -2.27102, 1.54767], [-27.41873, -3.68589, 1.73169], [-25.14203, -0.15368, 1.29109], [-24.11630, -1.60792, 0.87696], [-25.53498, 7.08870, 4.84291], [-26.46377, 6.01116, 5.41764], [-25.90980, 4.70517, 4.82034], [-25.32335, 5.09465, 3.10389], [-26.36105, 4.75046, 2.10679], [-23.92263, 4.76165, 3.03670], [-25.39811, 6.94714, 3.35402], [-24.55095, 7.03283, 5.30838], [-25.90355, 8.06001, 5.17279], [-27.46877, 6.22009, 5.05097], [-26.53488, 6.03250, 6.50511], [-26.55656, 3.82844, 4.85436], [-24.97912, 4.48000, 5.34111], [-26.29587, 7.28745, 2.83796], [-24.51515, 7.43110, 2.93658]],
  "forces_ev_per_a": [[-0.29, -0.30, 0.54], [1.12, -1.18, -4.19], [-0.03, 0.05, 1.06], [-1.55, 0.55, 1.16], [-0.07, -0.55, 0.46], [-1.96, 0.81, -1.42], [1.09, 0.03, 1.37], [1.42, -0.01, 0.04], [0.44, 0.40, 1.16], [-0.73, 0.20, -0.97], [-0.21, 1.00, -1.25], [0.89, 0.04, -0.23], [0.02, -1.91, 0.39], [0.57, -0.21, 0.59], [-0.95, 2.34, 1.55], [-0.88, -1.64, 0.48], [0.11, 0.07, -0.11], [0.29, 0.06, -0.28], [-0.24, 0.12, -0.15], [0.51, -0.36, -0.13], [0.19, 0.28, 0.03], [0.18, 0.02, -0.34], [0.04, -0.14, 0.21], [0.13, 0.39, 0.16], [0.18, 0.71, 1.41], [0.03, -0.10, -1.29], [0.26, 0.01, 0.17], [-1.90, 1.93, 0.49], [1.86, -0.14, 1.06], [-0.21, -0.72, -0.63], [-0.54, -0.87, -0.35], [0.16, -0.29, 0.03], [-0.09, 0.21, -0.42], [-0.15, -0.20, -0.08], [0.35, -0.23, -0.08], [-0.07, 0.18, -0.30], [0.04, -0.19, -0.06], [0.03, -0.07, -0.08], [-0.02, -0.30, 0.00]],
  "lumo_ev": -1.4,
  "orbital_gap_ev": 6.7,
  "spin_multiplicity": 1,
  "max_force_ev_per_a": 4.493
}

No. 4
{
  "formula": "C32H30CdN2O3S5Si",
  "method": "the ωB97M-V functional and the def2-TZVPD basis",
  "symbols": ["Cd", "S", "C", "S", "S", "C", "C", "C", "C", "C", "C", "C", "S", "O", "O", "O", "H", "H", "H", "H", "H", "H", "H", "C", "C", "C", "C", "C", "C", "Si", "C", "C", "C", "C", "C", "C", "C", "C", "C", "C", "C", "C", "H", "H", "H", "H", "H", "H", "H", "H", "H", "H", "H", "H", "H", "H", "H", "C", "C", "C", "C", "N", "C", "S", "N", "C", "H", "H", "H", "H", "H", "H", "H", "H"],
  "coordinates": [[1.70409, 0.00271, 0.94422], [2.99899, -3.76507, 3.41337], [2.58708, -2.44542, 2.47403], [1.23804, -2.49227, 1.37296], [3.48598, -0.95578, 2.52956], [-2.26061, -3.18319, 6.30829], [-1.82838, -2.00261, 5.47797], [-0.54631, -1.93298, 4.94831], [-0.15693, -0.85671, 4.15952], [-1.06206, 0.15502, 3.88647], [-2.34344, 0.11145, 4.42256], [-2.71819, -0.96020, 5.21573], [-0.64921, 1.42400, 2.70647], [-1.12232, 0.88170, 1.43087], [-1.33275, 2.62802, 3.13498], [0.81912, 1.52765, 2.71630], [-1.42398, -3.85708, 6.49053], [-3.04338, -3.75341, 5.80197], [-2.66047, -2.86492, 7.27413], [0.16458, -2.73284, 5.12259], [0.84813, -0.81299, 3.75878], [-3.03264, 0.91835, 4.20702], [-3.72004, -0.99567, 5.63309], [5.52815, 3.66564, -2.33955], [5.59809, 2.40239, -1.76509], [4.43392, 1.72684, -1.42944], [3.17189, 2.28210, -1.66447], [3.12616, 3.55493, -2.23610], [4.28782, 4.24192, -2.57115], [1.61496, 1.27160, -1.23012], [0.18925, 2.52175, -1.36491], [-0.50690, 2.77898, -2.54875], [-1.54411, 3.70320, -2.59209], [-1.91131, 4.38845, -1.44171], [-1.23631, 4.14538, -0.25281], [-0.19840, 3.22480, -0.22004], [1.39480, 0.09929, -2.71325], [0.80264, -1.15322, -2.52997], [0.53637, -1.99742, -3.60137], [0.87876, -1.60726, -4.88793], [1.49153, -0.37707, -5.09428], [1.74375, 0.46280, -4.01788], [6.43575, 4.20005, -2.59588], [6.56154, 1.94686, -1.56809], [4.50560, 0.74898, -0.96246], [2.16339, 4.02103, -2.41788], [4.22245, 5.23106, -3.01080], [-0.24510, 2.23790, -3.45228], [-2.07350, 3.87808, -3.52241], [-2.73094, 5.09769, -1.46845], [-1.53096, 4.64578, 0.66148], [0.29914, 3.02789, 0.72357], [0.54564, -1.48021, -1.52613], [0.05475, -2.95252, -3.42958], [0.67187, -2.26218, -5.72623], [1.77127, -0.07109, -6.09655], [2.22549, 1.41999, -4.19452], [-2.13723, -2.59191, 1.90159], [-2.20754, -2.60624, 0.41298], [-2.16081, -1.51292, -0.39915], [-2.26558, -1.73243, -1.78857], [-2.42987, -2.92311, -2.33708], [-2.48243, -4.01236, -1.53780], [-2.70377, -5.58062, -2.10221], [-2.34712, -3.81518, -0.18541], [-2.20539, -0.55674, -2.71231], [-2.01552, -1.57509, 2.26710], [-1.27378, -3.17256, 2.22911], [-3.04998, -3.03383, 2.31164], [-2.00472, -0.52895, 0.02073], [-2.34294, -4.65620, 0.37419], [-3.13146, 0.01830, -2.63008], [-2.07421, -0.89177, -3.73849], [-1.39041, 0.10943, -2.42884]],
  "forces_ev_per_a": [[0.12, 0.05, 0.05], [-0.07, 0.02, 0.03], [0.19, -0.04, -0.06], [-0.07, 0.04, -0.03], [-0.12, -0.01, 0.02], [0.01, 0.00, 0.00], [0.02, -0.01, 0.00], [0.01, 0.01, 0.00], [0.05, 0.05, 0.09], [0.09, 0.03, 0.02], [-0.02, 0.01, 0.02], [-0.01, 0.02, -0.01], [-0.03, 0.00, -0.09], [-0.09, -0.12, 0.12], [0.00, 0.01, 0.04], [-0.09, -0.14, -0.03], [0.00, 0.00, 0.00], [-0.01, 0.00, 0.00], [0.00, 0.00, -0.01], [0.02, -0.01, 0.01], [-0.02, 0.01, 0.03], [0.00, 0.00, 0.00], [0.00, 0.00, 0.00], [0.00, 0.00, 0.00], [0.01, 0.00, 0.00], [0.00, 0.00, 0.00], [0.02, -0.04, 0.00], [-0.01, 0.00, -0.01], [0.00, 0.00, 0.00], [-0.03, 0.07, -0.01], [-0.01, -0.01, 0.03], [0.01, 0.00, 0.02], [-0.01, 0.00, -0.01], [0.01, -0.01, 0.01], [0.02, 0.02, 0.00], [0.03, 0.04, -0.04], [0.02, -0.01, 0.00], [0.21, -0.05, -0.05], [0.14, -0.05, 0.00], [0.00, 0.00, 0.03], [-0.02, 0.01, -0.01], [0.00, -0.01, 0.00], [0.00, 0.00, 0.00], [0.00, 0.00, 0.00], [0.00, 0.00, 0.00], [0.00, 0.00, 0.00], [0.00, 0.00, 0.00], [0.00, 0.00, -0.01], [0.00, 0.00, 0.00], [0.00, 0.00, 0.00], [0.00, -0.01, 0.01], [0.01, 0.06, -0.09], [0.03, 0.00, 0.00], [0.01, 0.01, -0.02], [0.00, 0.00, 0.00], [0.00, 0.00, 0.00], [0.00, 0.00, 0.01], [-0.03, -0.04, -0.12], [0.00, -0.04, -0.03], [0.04, -0.02, 0.04], [-0.03, 0.06, -0.02], [-0.03, 0.00, 0.04], [0.01, -0.05, -0.05], [-0.02, 0.04, 0.02], [-0.02, -0.01, 0.02], [-0.16, 0.10, 0.02], [-0.05, -0.05, -0.05], [0.01, -0.01, 0.04], [0.01, 0.05, 0.04], [-0.02, 0.04, 0.01], [0.00, 0.01, 0.00], [-0.04, -0.02, 0.01], [0.00, 0.02, 0.02], [-0.11, 0.00, -0.03]],
  "lumo_ev": 4.3,
  "orbital_gap_ev": 6.3,
  "spin_multiplicity": 1,
  "max_force_ev_per_a": 0.222,
  "charge": -2,
  "de_lowest_kcal_mol": 3.79
}

No. 5
{
  "formula": "C28H32ClN5O4PRu",
  "method": "the ωB97M-V functional and the def2-TZVPD basis",
  "symbols": ["Ru", "O", "C", "O", "C", "O", "O", "C", "P", "C", "C", "C", "C", "C", "C", "C", "H", "H", "H", "H", "H", "H", "H", "H", "H", "H", "H", "Cl", "C", "C", "C", "C", "C", "C", "C", "H", "H", "H", "H", "H", "H", "C", "C", "C", "C", "N", "C", "N", "N", "N", "H", "H", "H", "H", "H", "H", "H", "H", "H", "H", "N", "C", "C", "C", "C", "C", "C", "H", "H", "H", "H", "H"],
  "coordinates": [[-0.29512, -0.73536, 0.22995], [0.57608, -1.39976, 4.40075], [-0.06752, -1.54146, 3.39165], [-0.81042, -0.92556, 2.65575], [0.03388, -3.19426, 2.77775], [-0.46722, -3.99286, 3.53535], [0.56308, -3.16116, 1.68625], [-2.53882, -3.41446, 0.64415], [-1.31842, -2.69176, -0.53285], [-2.51702, -2.27576, -1.88735], [-0.60822, -4.17656, -1.27595], [-0.36972, -5.35816, -0.54805], [0.12638, -6.47956, -1.16545], [0.43388, -6.47136, -2.53175], [0.31208, -5.26986, -3.23455], [-0.17232, -4.14156, -2.62185], [-2.03552, -3.87466, 1.48915], [-3.16352, -4.15086, 0.13655], [-3.15562, -2.59686, 1.01445], [-2.90762, -3.18926, -2.33955], [-2.01992, -1.66406, -2.63815], [-3.32512, -1.68786, -1.45675], [-0.59052, -5.37856, 0.50815], [0.27758, -7.38916, -0.59555], [0.78908, -7.36686, -3.02745], [0.60058, -5.23356, -4.28075], [-0.24492, -3.21266, -3.17355], [3.12498, 0.90244, -2.39725], [3.36008, 0.57304, -0.69775], [4.24038, 1.38774, -0.02185], [4.45958, 1.19544, 1.33315], [3.80448, 0.14314, 1.97525], [2.96268, -0.68476, 1.28225], [2.65908, -0.49846, -0.09595], [1.71708, -1.33746, -0.75485], [4.76138, 2.17344, -0.55295], [5.13008, 1.85184, 1.87365], [3.96668, -0.02006, 3.03295], [2.46928, -1.50606, 1.78435], [1.71368, -2.36556, -0.38915], [1.71158, -1.28146, -1.84525], [2.94428, 4.65444, -0.46575], [1.69228, 5.46734, -0.14885], [1.70128, 5.92834, 1.30525], [0.42778, 4.62404, -0.42025], [0.47408, 3.35254, 0.21825], [0.50658, 2.09324, -0.32165], [0.48408, 1.22724, 0.67635], [0.45638, 1.90574, 1.80415], [0.44728, 3.18224, 1.58735], [3.84018, 5.26244, -0.33875], [2.92438, 4.27574, -1.48705], [3.01078, 3.80204, 0.20605], [1.65798, 6.34334, -0.81165], [1.55838, 5.06674, 1.95415], [0.89508, 6.63624, 1.48385], [2.64568, 6.40814, 1.55005], [0.31328, 4.45274, -1.49545], [-0.45502, 5.16934, -0.05725], [0.53698, 1.87474, -1.36965], [-1.77092, 0.24754, -0.45375], [-2.87302, 0.87654, -0.17415], [-3.28882, 1.98614, -0.97885], [-4.47872, 2.63264, -0.76785], [-5.34362, 2.22734, 0.24465], [-4.96292, 1.16384, 1.06325], [-3.76632, 0.51884, 0.88765], [-2.61922, 2.30074, -1.76845], [-4.75622, 3.46994, -1.40385], [-6.29462, 2.72794, 0.39395], [-5.63542, 0.84284, 1.85405], [-3.45792, -0.28026, 1.54745]],
  "forces_ev_per_a": [[0.75, -1.54, 0.50], [0.66, 2.11, 1.99], [1.39, -6.94, -0.87], [-2.07, 3.73, -2.17], [-0.78, 6.09, 3.79], [-0.57, -3.06, 0.18], [1.38, -1.48, -4.15], [0.37, 0.03, -0.16], [-1.56, 0.89, 0.50], [0.31, -0.12, 0.09], [1.43, -0.65, -0.50], [-0.57, 1.01, 0.00], [0.30, -0.68, -0.91], [-0.09, 0.54, 0.44], [0.29, -0.89, -0.34], [-0.65, 0.41, 1.08], [0.07, 0.00, 0.17], [-0.04, -0.04, -0.06], [0.03, 0.05, -0.01], [-0.04, 0.00, -0.01], [-0.06, 0.05, -0.05], [0.04, 0.07, 0.03], [0.02, 0.07, 0.15], [-0.02, 0.03, 0.05], [0.04, 0.02, 0.03], [0.00, 0.02, 0.04], [-0.04, 0.00, -0.05], [-0.09, 0.11, -0.41], [-0.50, -0.71, 0.18], [0.29, 0.24, 0.41], [-0.06, -0.04, -0.08], [0.35, 0.32, 0.14], [-0.38, -0.28, -0.58], [1.54, 0.93, 0.68], [-2.06, -0.15, -0.46], [-0.04, 0.03, -0.07], [0.01, -0.01, 0.01], [-0.08, -0.06, 0.02], [-0.15, -0.08, 0.11], [-0.04, 0.09, 0.05], [0.05, -0.04, 0.21], [-0.17, 0.16, -0.01], [0.02, -0.23, 0.01], [0.05, 0.02, -0.19], [0.06, 1.15, -0.28], [0.03, -3.03, 0.69], [-0.12, 1.55, 1.11], [-0.29, 0.25, -1.03], [0.03, 1.41, 0.72], [-0.11, -0.65, -0.84], [0.05, 0.02, 0.01], [0.04, -0.08, -0.10], [0.10, -0.09, 0.04], [-0.12, -0.12, 0.04], [0.07, 0.15, 0.13], [-0.12, 0.08, 0.12], [0.13, 0.11, 0.04], [-0.04, -0.07, 0.18], [0.12, -0.20, -0.15], [-0.07, -0.11, -0.12], [1.10, -1.15, -0.16], [0.12, 0.55, -0.14], [0.08, 0.16, -0.19], [-0.23, 0.05, 0.03], [-0.53, 0.27, 0.06], [-0.12, 0.12, -0.07], [0.15, -0.33, 0.14], [0.06, 0.04, -0.14], [0.03, 0.00, -0.01], [0.03, 0.00, 0.01], [0.09, -0.01, 0.05], [0.05, -0.04, 0.10]],
  "lumo_ev": [4.1, 4.1],
  "orbital_gap_ev": [3.6, 3.7],
  "spin_multiplicity": 2,
  "max_force_ev_per_a": 7.213,
  "charge": -2,
  "s2": 0.910,
  "de_lowest_kcal_mol": 0.00
}

No. 6
{
  "formula": "C10H9BO2",
  "method": "the ωB97M-V functional and the def2-TZVPD basis",
  "symbols": ["O", "B", "O", "C", "C", "C", "C", "C", "C", "C", "C", "C", "C", "H", "H", "H", "H", "H", "H", "H", "H", "H"],
  "coordinates": [[-1.25283, 3.83781, 0.67911], [-0.39510, 3.09669, -0.05099], [0.61434, 3.53399, -0.86808], [-0.71868, 1.55241, -0.05875], [-1.32845, 0.93462, -1.14386], [-1.21171, -0.44070, -1.32475], [-0.34520, -1.21506, -0.47231], [-0.19168, -2.59027, -0.65837], [0.71304, -3.25231, 0.13074], [1.45030, -2.62506, 1.17807], [1.20028, -1.31957, 1.47264], [0.22252, -0.56586, 0.70618], [-0.04328, 0.83121, 0.91799], [-1.25983, 4.83897, 0.64895], [1.23320, 2.85329, -1.22630], [-1.72090, 1.52218, -1.98608], [-1.60063, -0.84603, -2.23752], [-0.80071, -3.13671, -1.41079], [0.98440, -4.28273, -0.02259], [2.34153, -3.06661, 1.61553], [1.73811, -0.88637, 2.32667], [0.37126, 1.22611, 1.78452]],
  "forces_ev_per_a": [[-0.26, 2.62, 0.22], [-0.68, -1.11, -0.77], [0.77, 0.15, -0.01], [1.31, 0.81, 1.52], [0.41, -1.48, -1.23], [1.07, 1.06, 0.72], [-1.56, 1.78, 1.03], [0.40, -1.24, 0.03], [0.68, -0.36, 0.30], [0.01, 0.73, -1.04], [-0.93, 0.65, 0.22], [0.34, -0.41, -0.72], [-0.69, -2.50, -2.30], [0.45, -1.81, -0.08], [-1.13, 0.70, 0.56], [-0.17, -0.16, 0.64], [-0.26, -0.53, -0.16], [0.69, 0.55, 0.46], [-0.38, -0.35, -0.30], [-0.50, -0.46, 0.15], [-0.32, 0.22, -0.52], [0.74, 1.17, 1.28]],
  "lumo_ev": 0.5,
  "orbital_gap_ev": 8.6,
  "spin_multiplicity": 1,
  "max_force_ev_per_a": 3.469,
  "smiles": "OB(O)c1ccc2ccccc2c1",
  "de_lowest_kcal_mol": 16.90
}